No. 1
Here is a structure of composition C57H50NO2P3SbScSe5Si at a distorted geometry from OMol25. Energies are from ωB97M-V/def2-TZVPD.

XYZ file:
```
121
Properties=species:S:1:pos:R:3:lowdin_charge:R:1
Sc -0.47802 0.82271 0.38731 -0.0811
C 6.07793 -1.21790 1.42296 -0.1166
C 5.51349 -0.38232 2.37672 -0.0869
C 4.12867 -0.32622 2.53720 -0.0722
C 3.28761 -1.11662 1.75442 -0.3230
C 3.86661 -1.92413 0.76938 -0.1063
C 5.24852 -1.98189 0.61056 -0.0936
P 1.43718 -1.03657 1.85428 1.1037
C 1.20785 -0.76234 3.66882 -0.3350
C 1.36521 0.55466 4.10863 -0.1414
C 1.26543 0.87632 5.45568 -0.0875
C 0.97012 -0.10871 6.38878 -0.1093
C 0.75713 -1.40839 5.96066 -0.0923
C 0.87054 -1.73613 4.60826 -0.0705
C 0.98069 -2.81698 1.64703 -0.3791
C 1.63146 -3.86369 2.31154 -0.1110
C 1.13100 -5.15803 2.23723 -0.0939
C -0.03234 -5.41621 1.51231 -0.0919
C -0.64332 -4.39783 0.78622 -0.0928
C -0.12886 -3.08525 0.81101 -0.3010
Si -0.48466 -1.67403 -0.44472 0.6092
C -2.08594 -2.16413 -1.37205 -0.2834
C -2.21379 -3.25342 -2.25661 -0.0979
C -3.44793 -3.60207 -2.80365 -0.1024
C -4.58674 -2.88437 -2.44848 -0.0930
C -4.48230 -1.79241 -1.59341 -0.0914
C -3.23813 -1.40496 -1.08783 -0.3552
P -3.04036 0.08534 -0.00166 1.0365
C -3.90437 -0.66355 1.46638 -0.3239
C -5.21077 -0.36814 1.84730 -0.0768
C -5.83628 -1.09470 2.86075 -0.0915
C -5.16460 -2.12141 3.50754 -0.1102
C -3.84932 -2.40196 3.15843 -0.0927
C -3.22848 -1.67350 2.15202 -0.1095
C -4.24995 1.33493 -0.54082 -0.3883
C -4.36082 2.42968 0.32011 -0.1345
C -5.02078 3.58087 -0.07613 -0.1029
C -5.52643 3.67473 -1.36437 -0.1084
C -5.43445 2.59186 -2.22111 -0.1167
C -4.80230 1.42332 -1.81058 -0.1093
C 0.96580 -2.11204 -1.65944 -0.2631
C 1.43160 -3.43870 -1.85697 -0.1027
C 2.44106 -3.72965 -2.76345 -0.0964
C 3.01128 -2.70727 -3.52155 -0.0902
C 2.59494 -1.39961 -3.32828 -0.1103
C 1.60126 -1.09037 -2.38148 -0.3849
P 1.12698 0.65524 -1.99382 1.0592
C 0.82310 1.26619 -3.70933 -0.3302
C 0.30142 0.36972 -4.65620 -0.1249
C -0.10662 0.81022 -5.90627 -0.0976
C -0.03710 2.16200 -6.22773 -0.0971
C 0.46727 3.05487 -5.30095 -0.0892
C 0.90120 2.60919 -4.05298 -0.0930
C 2.78682 1.40488 -1.61731 -0.3139
C 3.93518 0.65633 -1.34327 -0.0892
C 5.12408 1.27896 -0.95734 -0.0885
C 5.18761 2.65949 -0.84538 -0.0968
C 4.04585 3.41461 -1.08947 -0.0809
C 2.85853 2.79072 -1.44703 -0.1353
H 7.15667 -1.27019 1.31107 0.0967
H 6.14971 0.22732 3.01079 0.0995
H 3.70808 0.32451 3.29127 0.0908
H 3.23333 -2.52059 0.12353 0.0949
H 5.67407 -2.62774 -0.15131 0.1036
H 1.54532 1.33825 3.38151 0.0771
H 1.39142 1.90498 5.76787 0.1053
H 0.87207 0.14428 7.43873 0.0985
H 0.48932 -2.18077 6.67236 0.0967
H 0.68556 -2.75397 4.30382 0.0868
H 2.53022 -3.66593 2.88426 0.1104
H 1.63725 -5.96493 2.75659 0.0938
H -0.43825 -6.42290 1.48891 0.0946
H -1.51625 -4.61496 0.17856 0.0987
H -1.33090 -3.83168 -2.52359 0.0913
H -3.52507 -4.43522 -3.49657 0.0909
H -5.55667 -3.17215 -2.84394 0.0945
H -5.37089 -1.23967 -1.31260 0.1039
H -5.74419 0.43027 1.35227 0.0962
H -6.85557 -0.85377 3.14048 0.0947
H -5.65735 -2.69067 4.29093 0.0928
H -3.29942 -3.18155 3.67256 0.0999
H -2.20213 -1.90246 1.89730 0.0748
H -3.87986 2.39484 1.28479 0.1051
H -5.07606 4.43100 0.58658 0.0742
H -5.91796 4.61889 -1.72012 0.1034
H -5.78294 2.68272 -3.24313 0.0960
H -4.70916 0.59697 -2.50022 0.0870
H 0.99818 -4.25051 -1.28234 0.0907
H 2.78115 -4.75454 -2.88961 0.0942
H 3.78211 -2.93185 -4.25073 0.0945
H 3.03787 -0.59788 -3.90861 0.1152
H 0.20540 -0.67678 -4.41038 0.0962
H -0.50586 0.09528 -6.61864 0.0931
H -0.41371 2.51801 -7.18499 0.0980
H 0.47578 4.11978 -5.49168 0.1021
H 1.28050 3.36457 -3.37615 0.0288
H 3.91378 -0.41805 -1.41744 0.0743
H 5.99692 0.67039 -0.74596 0.0895
H 6.11621 3.14188 -0.55230 0.0958
H 4.04732 4.49733 -1.00392 0.1093
H 1.98285 3.41635 -1.55499 0.0097
O -1.95568 0.61961 -2.61554 -0.1450
H -2.17980 0.06187 -3.37336 0.0684
H -2.10587 1.52663 -2.89954 0.0012
Se -2.54884 0.88416 4.91971 0.5204
C -1.70949 1.09131 3.37114 -0.8917
N -1.19754 1.27095 2.32374 -0.0301
Se -2.61752 6.40928 -0.03686 -0.2742
Sb -1.41698 4.96959 -1.60692 -0.3082
Se -0.97606 2.74188 -0.55798 0.2834
Se -2.67819 4.59823 -3.67959 -0.2258
Se 0.78208 5.97396 -2.10015 -0.2310
C 2.66701 3.99179 2.30239 -0.0621
C 1.44710 3.51709 1.53127 -0.2986
O 1.58628 2.11537 1.17967 -0.2308
H 2.59306 5.07281 2.46124 0.0843
H 3.58037 3.79650 1.72771 0.0641
H 2.75392 3.49196 3.27424 0.0650
H 1.30748 4.11490 0.64002 0.0575
H 0.54355 3.59019 2.11929 0.1049
H 2.46752 2.01168 0.82264 0.0537
```

Its HOMO energy is -1.5 eV. As for the total charge: -2. As for the maximum force: 3.9 eV/Å. The value obtained for the LUMO energy is 3.55 eV. The HOMO-LUMO gap comes out at 5.099 eV. The total energy is -16729.2785 a.u.

No. 2
Here is a structure of composition C57H52BCaN10O4S2 at a distorted geometry from OMol25. Energies are from ωB97M-V/def2-TZVPD.

XYZ file:
```
127
Properties=species:S:1:pos:R:3:lowdin_charge:R:1
Ca -0.25960 0.59687 0.18971 1.1648
C -2.73216 -2.95938 1.89928 -0.1325
C -2.38013 -1.73835 1.35718 -0.1560
N -1.18007 -1.50130 0.84535 -0.0188
C -0.27066 -2.51300 0.88645 -0.2170
C -0.66297 -3.74916 1.46272 -0.0886
N -1.85375 -3.97139 1.95622 0.0723
C 1.03190 -2.25885 0.36027 -0.2779
C 1.96526 -3.28444 0.05865 0.0331
C 3.17032 -3.03279 -0.52192 -0.1321
C 3.48716 -1.62336 -0.95920 -0.1168
C 2.53248 -0.62752 -0.32753 -0.1981
N 1.36643 -0.96946 0.17683 -0.0081
C 2.79347 0.77454 -0.37303 -0.1947
C 4.02496 1.36059 -0.74153 -0.0798
N 4.21544 2.65437 -0.83329 0.0938
C 3.15989 3.44450 -0.58683 -0.1041
C 1.94298 2.91049 -0.19944 -0.1170
N 1.75727 1.60958 -0.05692 -0.0013
C 4.09089 -4.10270 -0.84294 -0.1607
C 5.44712 -3.88268 -1.13609 -0.0254
C 6.26033 -4.94282 -1.47297 -0.1587
N 5.85905 -6.20600 -1.51487 0.0469
C 4.58640 -6.43319 -1.21316 -0.1597
C 3.67984 -5.44700 -0.89812 -0.0158
H -3.71668 -3.15585 2.29948 0.0961
H -3.08408 -0.91383 1.33683 0.0924
H 0.02843 -4.57881 1.54767 0.1078
H 1.70544 -4.29503 0.32625 0.0974
H 4.51845 -1.36514 -0.69173 0.1221
H 4.89362 0.75135 -0.95235 0.1018
H 3.31103 4.50685 -0.70711 0.1045
H 1.08387 3.54249 -0.01056 0.1048
H 5.87320 -2.89388 -1.12262 0.1016
H 7.30177 -4.78523 -1.73357 0.1032
H 4.28589 -7.47542 -1.23652 0.1001
H 2.65039 -5.71978 -0.73326 0.1032
C -0.44860 0.45298 -6.55362 0.0330
C 0.48341 0.13460 -5.38553 -0.5395
C 1.88413 -0.25224 -5.88306 0.0384
O -0.07195 -0.93619 -4.62161 0.0392
C -0.11515 -0.59307 -3.27734 -0.2248
C 0.48047 0.84790 -3.20941 -0.2771
O 0.53136 1.26152 -4.53881 0.0470
C -0.94384 2.78819 -2.92195 -0.2889
O -0.22172 1.69428 -2.36417 -0.1152
C -0.27409 4.05525 -2.87910 -0.1945
C -0.98178 5.22933 -2.55388 -0.0679
C -0.33408 6.43531 -2.42369 -0.1069
C 1.03234 6.53624 -2.65733 -0.1346
C 1.74209 5.39729 -3.00806 -0.1330
C 1.11104 4.17397 -3.09526 -0.0534
C -2.24359 2.57430 -3.42443 -0.2006
C -2.84770 3.49958 -4.31511 -0.0552
C -4.05996 3.23863 -4.90350 -0.1274
C -4.74036 2.05207 -4.64316 -0.1560
C -4.18995 1.14729 -3.74174 -0.1307
C -2.98391 1.40381 -3.13441 -0.0769
C 1.18934 -2.56126 -3.03316 -0.1519
O 0.62872 -1.43600 -2.42919 0.0046
C 2.53708 -2.63220 -3.13576 -0.1076
C 3.39202 -1.52942 -2.55424 -0.1691
C 4.75359 -1.48386 -3.15586 -0.0621
C 5.25987 -2.46755 -3.90644 -0.1015
C 4.48236 -3.64169 -4.18787 -0.0809
C 3.19663 -3.72811 -3.79358 -0.0290
C 0.23088 -3.61053 -3.42025 -0.1475
C 0.14565 -4.13071 -4.70646 -0.0304
C -0.78078 -5.11619 -5.00206 -0.0769
C -1.63000 -5.59831 -4.01933 -0.0930
C -1.55496 -5.08311 -2.73628 -0.0728
C -0.64218 -4.08658 -2.44311 0.0013
H -0.55007 -0.41888 -7.19316 0.0868
H -0.03822 1.28198 -7.12222 0.0918
H -1.41985 0.73806 -6.15727 0.0934
H 1.80184 -1.11387 -6.53887 0.0885
H 2.53671 -0.51111 -5.05338 0.0748
H 2.31832 0.57826 -6.43241 0.0917
H -1.15894 -0.60117 -2.92703 0.1575
H 1.50530 0.76799 -2.79492 0.1501
H -2.03872 5.15804 -2.34340 0.1055
H -0.89702 7.31301 -2.13055 0.0936
H 1.53852 7.48615 -2.55066 0.0806
H 2.80218 5.46571 -3.21986 0.0936
H 1.67666 3.29632 -3.37654 0.1039
H -2.31318 4.40723 -4.55600 0.1006
H -4.48374 3.96093 -5.59280 0.0902
H -5.69028 1.84629 -5.11655 0.0734
H -4.72261 0.23138 -3.51139 0.0901
H -2.59734 0.71666 -2.38755 0.0781
H 2.90100 -0.56857 -2.73656 0.1213
H 5.33989 -0.60451 -2.92296 0.1071
H 6.26458 -2.39923 -4.30118 0.1036
H 4.94506 -4.44993 -4.73264 0.1029
H 2.61308 -4.60734 -4.02492 0.1150
H 0.79415 -3.74170 -5.47504 0.1184
H -0.84377 -5.50170 -6.00933 0.1003
H -2.35185 -6.36976 -4.25518 0.0986
H -2.20880 -5.45833 -1.96016 0.1032
H -0.58296 -3.68392 -1.44339 0.0990
C 1.93494 0.06490 3.50869 -0.0590
N 1.59050 1.43392 3.26160 -0.1376
C 2.42976 2.51456 3.16040 -0.0633
C 1.64064 3.60034 2.97828 -0.0876
N 0.33207 3.20842 2.96627 0.0102
B -0.81165 4.27365 2.93305 -0.4675
N -2.17009 3.58767 2.71876 -0.0401
C -3.15901 3.48800 3.65054 -0.0924
C -4.22884 2.86987 3.09511 -0.0616
N -3.88613 2.58460 1.79749 -0.1283
C -4.67643 1.94594 0.78763 -0.0506
C -2.61091 3.00821 1.59384 -0.7671
S -1.84851 2.87096 0.09605 0.7031
C 0.30755 1.87744 3.12109 -0.7549
S -0.98630 0.80344 3.20076 0.6616
H 3.00680 -0.01475 3.67779 0.0923
H 1.64307 -0.55883 2.65751 0.0643
H 1.39097 -0.29188 4.38802 0.0790
H 3.49505 2.41971 3.22416 0.1146
H 1.89692 4.63366 2.86475 0.1222
H -0.59144 5.02441 2.03211 0.0712
H -0.83835 4.80700 4.00532 0.0721
H -3.01516 3.86149 4.64351 0.1129
H -5.17912 2.60192 3.51035 0.1081
H -5.70739 1.86073 1.12568 0.0897
H -4.27490 0.95108 0.56480 0.0727
H -4.62648 2.53268 -0.13281 0.0809
```

Its HOMO energy is -2.5 eV. As for the total charge: -1. As for the maximum force: 2.4 eV/Å. The value obtained for the LUMO energy is 1.15 eV. The HOMO-LUMO gap comes out at 3.676 eV. The total energy is -4550.8325 a.u.

No. 3
Here is a structure of composition C57H53N5PTa at a distorted geometry from OMol25. Energies are from ωB97M-V/def2-TZVPD.

XYZ file:
```
117
Properties=species:S:1:pos:R:3:lowdin_charge:R:1
Ta 0.09635 0.18603 -0.00515 1.7953
C 5.32363 -2.05391 0.87945 -0.0445
C 4.32057 -3.05767 0.87023 -0.0214
C 3.04888 -2.66689 0.44150 -0.0549
C 2.80854 -1.40914 -0.09013 -0.2564
C 3.77303 -0.41416 -0.07576 -0.0344
C 5.00658 -0.76756 0.46678 -0.0517
N 1.51134 -1.11920 -0.75081 -0.0706
C 1.23269 -1.82101 -1.86983 -0.2500
C 2.11380 -2.78485 -2.35404 0.0006
C 1.73925 -3.55771 -3.43355 -0.0176
C 0.47849 -3.43416 -4.04607 -0.0220
C -0.43708 -2.51013 -3.51962 0.0036
C -0.02452 -1.66741 -2.53769 -0.2406
N -0.77257 -0.69742 -1.94124 -0.0659
N -1.98480 -0.40389 -2.26110 0.1403
C -2.46955 0.64287 -1.47324 -0.3741
C -3.85756 0.95458 -1.68839 0.0213
C -4.41345 2.01662 -1.04725 -0.0090
C -3.52280 2.86293 -0.28462 -0.0128
C -2.18973 2.48978 -0.04602 -0.0876
N -1.72690 1.27811 -0.62156 -0.0713
H 6.32052 -2.38210 1.14597 0.1125
H 4.64905 -4.04452 1.17802 0.1155
H 2.24543 -3.29169 0.35079 0.0681
H 3.63275 0.58302 -0.49657 0.0945
H 5.64475 0.10414 0.47301 0.1116
H 3.10975 -2.91410 -1.94274 0.1279
H 2.41817 -4.24250 -3.88451 0.1142
H 0.08350 -4.05590 -4.89557 0.1362
H -1.44355 -2.35129 -3.79874 0.1105
H -4.38151 0.31815 -2.37178 0.1197
H -5.39797 2.46894 -1.22509 0.1327
H -3.91869 3.82290 0.13351 0.1375
H -1.46355 3.15332 0.43961 0.1315
C 2.76055 0.06479 -5.87930 -0.0475
C 3.22522 -0.19380 -4.61855 -0.0609
C 2.70344 0.42564 -3.47792 -0.1088
C 1.62654 1.25104 -3.55613 -0.3486
C 1.08630 1.58242 -4.83356 -0.0404
C 1.68724 0.98388 -5.96836 -0.0362
P 0.84227 1.92655 -2.04981 1.1119
C -0.23739 3.36577 -2.45502 -0.3550
C -1.35761 3.25516 -3.28433 -0.1246
C -2.28352 4.32201 -3.48411 -0.0418
C -1.94682 5.59130 -2.92599 -0.0458
C -0.73181 5.70696 -2.23904 -0.0593
C 0.04861 4.60858 -1.91733 -0.0926
C 2.24201 2.65016 -1.13565 -0.3593
C 3.20534 3.37967 -1.76954 -0.0652
C 4.24191 4.01217 -1.06821 -0.0391
C 4.29321 3.89723 0.28426 -0.0199
C 3.44051 3.04164 0.96623 -0.1361
C 3.55428 2.73678 2.34265 0.0036
C 2.65531 1.93335 3.00603 -0.0180
C 1.59619 1.28117 2.29008 -0.1116
C 1.43677 1.47389 0.95885 -0.3118
C 2.30035 2.35810 0.25888 -0.2000
H 3.12733 -0.34559 -6.79219 0.1090
H 4.08601 -0.85495 -4.55108 0.1197
H 3.19154 0.21812 -2.57785 0.0726
H 0.24761 2.21738 -4.90381 0.0667
H 1.37458 1.26175 -6.97397 0.1117
H -1.64396 2.24043 -3.66693 0.1125
H -3.21311 4.17109 -4.13099 0.1359
H -2.56070 6.47912 -3.00821 0.1109
H -0.51438 6.64663 -1.73157 0.1178
H 0.78224 4.68461 -1.13230 0.1049
H 3.15270 3.58411 -2.83896 0.1308
H 4.91356 4.65813 -1.60635 0.1193
H 5.12167 4.44453 0.78156 0.1443
H 4.43600 3.13319 2.80185 0.1202
H 2.83161 1.65476 4.05218 0.1220
H 0.98193 0.58520 2.83516 0.0658
C 1.10122 -5.08048 2.40018 -0.0268
C 0.21360 -4.20820 1.54859 -0.2545
C -0.54566 -4.73666 0.46986 0.0399
C -1.47955 -3.95271 -0.20020 -0.2516
C -2.45365 -4.54984 -1.16100 -0.0363
C -1.65599 -2.64616 0.24042 -0.0256
C -0.78843 -2.05437 1.18093 -0.3336
C 0.12752 -2.85188 1.86183 -0.0258
N -0.88363 -0.64238 1.54571 -0.1037
C -1.89298 -0.37806 2.67781 -0.4122
C -1.37496 -1.04063 4.00331 -0.0830
C -2.30396 -0.69747 5.18745 -0.2726
C -3.67379 -1.37819 4.90559 -0.1048
C -4.21700 -0.77263 3.61942 -0.2218
C -4.25322 0.79139 3.84399 -0.1180
C -2.93492 1.39398 4.11110 -0.3067
C -2.35154 0.82289 5.39430 -0.1063
C -1.96749 1.10075 2.94395 -0.0864
C -3.22656 -1.04946 2.43152 -0.0770
H 0.61724 -5.29215 3.40269 0.1172
H 2.08542 -4.56424 2.43769 0.0834
H 1.14246 -6.05992 1.96234 0.0703
H -0.29521 -5.72502 0.14053 0.1238
H -3.01728 -3.81134 -1.72271 0.0731
H -3.17057 -5.18101 -0.60336 0.1048
H -1.99761 -5.16698 -1.94155 0.0875
H -2.45602 -2.05073 -0.13916 0.0997
H 0.72863 -2.43178 2.67832 0.1374
H -0.34719 -0.73430 4.23916 0.1189
H -1.30507 -2.11373 3.84523 0.1093
H -1.89513 -1.18905 6.10836 0.1554
H -4.31046 -1.10112 5.75335 0.1319
H -3.35447 -2.39385 4.81156 0.1130
H -5.18622 -1.21491 3.39517 0.1407
H -4.86756 1.03313 4.74582 0.1387
H -4.78303 1.26666 3.00294 0.1219
H -3.06040 2.45449 4.28530 0.1438
H -2.96528 1.08926 6.30684 0.1504
H -1.36908 1.15282 5.56246 0.0989
H -0.91124 1.46230 3.19231 0.1280
H -2.23289 1.59992 1.97622 0.0865
H -3.67989 -0.67841 1.50633 0.1226
H -3.06451 -2.08709 2.33098 0.1033
```

Its HOMO energy is -12.9 eV. As for the total charge: +2. As for the maximum force: 3.7 eV/Å. The value obtained for the LUMO energy is -7.12 eV. The HOMO-LUMO gap comes out at 5.758 eV. The total energy is -2875.5474 a.u.